No. 1
Density functional theory data (ωB97M-V/def2-TZVPD) for one molecule with the formula CH4INO at a distorted geometry.

Calculated values
HOMO level = -9.058 eV
SMILES string = CONI
Kohn-Sham gap = 8.934 eV

```
8
Properties=species:S:1:pos:R:3:lowdin_charge:R:1
C -0.9692 -0.4449 0.3446 -0.098
N 0.8152 0.8389 -0.4566 -0.563
O 0.0739 -0.3045 -0.6815 -0.420
I 2.4093 0.3511 0.7761 0.675
H -1.8441 -0.9282 -0.2351 0.112
H -1.3266 0.5311 0.6850 0.076
H -0.5285 -1.0664 1.1322 0.059
H 1.3699 1.0230 -1.5648 0.157
```

***

No. 2
Density functional theory data (ωB97M-V/def2-TZVPD) for C45H37Cl2F15GeHgN4O2SSbSi3 as an isolated structure.

Calculated values
Net charge = -2
HOMO level (spin up / spin down) = 0.160 / -2.128 eV
2S+1 = 2
Kohn-Sham gap (spin up / spin down) = 3.603 / 5.890 eV

```
112
Properties=species:S:1:pos:R:3:lowdin_charge:R:1
Hg -0.2660 0.4701 -0.0417 0.867
Cl 6.7553 1.2573 1.0349 0.587
C 5.2308 0.6815 0.3985 -0.695
C 4.0564 1.0736 1.0290 -0.059
C 2.8091 0.6540 0.5778 -0.232
N 1.6073 1.0345 1.1928 0.017
C 1.5403 1.7505 2.2970 -0.517
O 2.4462 2.1883 3.0335 -0.030
C 0.1236 2.0957 2.7566 -0.209
C -0.0230 3.0997 3.7130 -0.008
C -1.2904 3.4098 4.1657 -0.072
C -2.3810 2.7094 3.6661 -0.075
C -2.1423 1.7294 2.7197 -0.178
N -0.9232 1.4318 2.2820 0.037
C 2.7315 -0.2006 -0.5791 -0.242
C 3.9425 -0.5812 -1.1831 -0.054
C 5.1654 -0.1477 -0.7006 -0.691
Cl 6.6152 -0.6765 -1.5228 0.602
N 1.4988 -0.5968 -1.0064 -0.008
C 1.2389 -1.4205 -2.0685 -0.532
O 2.1095 -1.9056 -2.8370 -0.047
C -0.1644 -1.7200 -2.2796 -0.256
C -0.5526 -2.5687 -3.3449 -0.076
C -1.8668 -2.8182 -3.6116 -0.129
C -2.8652 -2.1928 -2.7937 -0.129
C -2.4306 -1.3947 -1.7640 -0.235
N -1.1504 -1.1636 -1.4604 -0.058
H 4.1066 1.7111 1.8955 0.086
H 0.8673 3.5934 4.0735 0.111
H -1.4319 4.1919 4.9027 0.098
H -3.3915 2.9223 3.9887 0.094
H -2.9563 1.1594 2.2825 0.105
H 3.8955 -1.2248 -2.0471 0.088
H 0.2399 -2.9998 -3.9437 0.106
H -2.1497 -3.4750 -4.4258 0.080
H -3.9235 -2.3317 -2.9683 0.069
H -3.1537 -0.8896 -1.1266 0.089
C -4.0270 -3.3929 2.4729 -0.244
Si -2.5026 -3.1111 3.5407 0.239
C -2.8940 -1.7571 4.7902 -0.238
C -2.2576 -4.6882 4.5383 -0.220
Sb -0.6769 -2.2260 2.0092 0.872
Si 1.1376 -2.0886 3.8227 0.292
C 1.1565 -3.5556 5.0134 -0.233
C 2.8099 -2.0051 2.9886 -0.210
C 0.8194 -0.5757 4.8928 -0.212
Si 0.0614 -4.4193 0.9027 0.278
C 0.2576 -5.9147 2.0364 -0.224
C 1.7185 -4.1200 0.0979 -0.202
C -1.2435 -4.8806 -0.3487 -0.216
H -4.9115 -3.5479 3.0991 0.021
H -3.8977 -4.2762 1.8425 0.013
H -4.2147 -2.5476 1.8083 0.021
H -3.8304 -1.9823 5.3109 0.023
H -2.9897 -0.7789 4.3143 0.009
H -2.0998 -1.6788 5.5373 0.015
H -3.2018 -4.9032 5.0507 0.025
H -1.4754 -4.5863 5.2907 0.004
H -2.0093 -5.5451 3.9116 0.004
H 1.0144 -4.5178 4.5196 -0.006
H 0.3806 -3.4466 5.7754 0.011
H 2.1252 -3.5717 5.5240 0.028
H 3.1873 -3.0142 2.8025 0.020
H 3.5279 -1.4818 3.6265 0.039
H 2.7766 -1.4750 2.0352 0.013
H -0.2330 -0.2819 4.8830 0.007
H 1.4103 0.2801 4.5671 0.016
H 1.0963 -0.8040 5.9270 0.027
H 0.8927 -5.7325 2.9047 0.002
H 0.7263 -6.7041 1.4387 0.027
H -0.7064 -6.2895 2.3850 0.005
H 2.5206 -4.1253 0.8396 0.018
H 1.7556 -3.1664 -0.4280 0.009
H 1.9188 -4.9119 -0.6302 0.039
H -2.1970 -5.0993 0.1402 0.015
H -0.9236 -5.7780 -0.8887 0.033
H -1.4124 -4.0900 -1.0786 0.006
F -1.4268 0.7720 -4.1830 0.089
C -0.0905 0.9238 -4.1764 -0.230
C 0.4773 1.9373 -3.4147 -0.133
C 1.8538 2.0523 -3.4742 -0.210
F 2.4983 3.0399 -2.8320 0.098
C 2.6350 1.1932 -4.2271 -0.141
F 3.9634 1.3190 -4.2453 0.120
C 2.0273 0.2065 -4.9803 -0.148
F 2.7662 -0.6186 -5.7088 0.136
C 0.6527 0.0805 -4.9754 -0.157
F 0.0695 -0.8565 -5.7172 0.125
Ge -0.7958 3.1117 -2.4892 0.614
S -1.9234 2.2846 -0.8770 0.184
C -1.8575 3.6989 -4.0728 -0.125
C -3.2079 3.4648 -4.2548 -0.228
F -3.9496 2.8843 -3.3154 0.080
C -3.8684 3.8203 -5.4225 -0.142
F -5.1777 3.5898 -5.5661 0.109
C -3.1664 4.4150 -6.4500 -0.142
F -3.7903 4.7539 -7.5805 0.113
C -1.8150 4.6614 -6.3061 -0.143
F -1.1340 5.2421 -7.3003 0.109
C -1.1948 4.3010 -5.1251 -0.235
F 0.1163 4.5715 -5.0261 0.099
C 0.1001 4.7656 -1.8239 -0.119
C 1.0634 4.6326 -0.8376 -0.244
F 1.4378 3.4286 -0.4327 0.097
C 1.6677 5.7136 -0.2200 -0.137
F 2.5926 5.5414 0.7213 0.131
C 1.2911 6.9915 -0.5854 -0.140
F 1.8508 8.0515 0.0036 0.114
C 0.3282 7.1705 -1.5565 -0.147
F -0.0460 8.4104 -1.9030 0.101
C -0.2494 6.0613 -2.1511 -0.213
F -1.2045 6.3197 -3.0640 0.085
```

***

Relative energy (zero: lowest compared OMol25 entry of this formula, charge and spin)
In order: 34.39; 0.00
Unit: kcal per mole